C20H21N4O7RhSSe2 | ωB97M-V/def2-TZVPD

Each line ends with the Löwdin charge.
Geometry (Å):
Rh 0.5545 -0.6087 1.5580  0.413
Se 1.3718 1.5855 0.7887  0.698
Se 2.9849 -1.4239 1.6559  0.578
S 0.7195 -0.7915 4.0934  0.552
O -4.7520 3.2344 -3.5926  0.010
O -3.1678 1.7260 2.3162  -0.002
O 4.2814 1.2441 2.4639  -0.137
O -5.3466 3.8442 -1.5858  0.033
O 4.8468 0.4864 -2.3185  -0.061
O -1.1355 0.9310 2.0234  -0.210
O 0.3770 -2.1692 -0.0918  -0.187
N -4.6347 3.1649 -2.3496  -0.341
N -1.2600 -1.9030 2.0869  -0.068
N -1.4255 -1.2573 5.5530  0.026
N -1.6901 -1.7805 3.3577  -0.036
C -1.6651 0.6849 -0.8011  -0.029
C 5.2185 1.1112 -1.1111  -0.257
C -0.6872 -2.4271 -0.7403  -0.418
C -2.4612 1.4121 0.0768  -0.095
C -1.7195 -2.9970 -2.8773  -0.134
C -2.0012 -2.4080 -0.1583  -0.180
C -3.6638 2.3023 -1.8119  -0.175
C -1.8803 0.7360 -2.1689  -0.044
C 4.1832 0.8246 0.0002  -0.578
C 4.6065 1.7148 1.1997  -0.289
C 2.8119 1.2333 -0.5419  -0.506
C -2.1988 -2.1375 1.2207  -0.096
C -2.8766 1.5368 -2.6808  -0.004
C -3.1155 -2.6340 -0.9733  -0.074
C -2.9942 -2.9138 -2.3121  -0.144
C -0.6038 -2.7555 -2.1200  -0.041
C -2.2486 1.3485 1.5900  -0.646
C -0.9162 -1.3083 4.2709  -0.898
C 4.2424 -0.6732 0.3082  -0.504
C -3.4652 2.2203 -0.4314  0.071
H 5.7000 1.8078 1.2050  0.116
H 4.0703 -1.2219 -0.6211  0.052
H 6.2066 0.7467 -0.7890  0.117
H -0.9562 -0.5738 6.1283  0.049
H -1.2629 0.1391 -2.8281  0.107
H -0.8637 0.0733 -0.4027  0.054
H -1.6172 -3.2428 -3.9280  0.086
H -3.0612 1.6061 -3.7430  0.107
H 2.4276 0.4579 -1.2081  0.061
H 4.1725 2.7143 1.0306  0.109
H -2.4329 -1.1893 5.5645  0.075
H 5.4784 0.7311 -3.0022  0.081
H -3.2303 -2.1446 1.5846  0.123
H -3.8723 -3.0630 -2.9255  0.078
H -4.0938 -2.5811 -0.5174  0.100
H -4.0863 2.7921 0.2393  0.121
H 2.9042 2.1664 -1.1087  0.057
H 5.2873 2.2039 -1.2488  0.122
H 5.2363 -0.9227 0.6921  0.060
H 3.3169 1.1471 2.5289  -0.008
H 0.3875 -2.7993 -2.5478  0.103

Output
* net charge: -2
* HOMO energy: -1.61 eV
* HOMO-LUMO gap: 0.20235 Ha
* max |F|: 0.0552 hartree/bohr
* calculated total energy: -185908.482 eV


C20H21N5O3S | ωB97M-V/def2-TZVPD

Each line ends with the Löwdin charge.
Geometry (Å):
S 6.7108 -1.6486 -0.4054  1.069
O -3.2906 0.7949 1.0673  -0.054
O 2.8901 -1.4519 2.1958  0.083
O -4.8657 -1.8182 0.9039  -0.041
N 3.1283 0.5054 1.0523  0.038
N 7.5014 -0.7159 -2.8482  0.085
N 1.8144 0.7519 0.9220  0.077
N 6.2422 0.6585 -1.4381  -0.004
N 5.6240 0.6567 -0.2612  -0.033
C -4.2940 -1.1671 2.0095  -0.152
C 5.7434 -0.4257 0.4181  -0.604
C 0.0295 2.0799 0.1096  -0.209
C -5.6262 -1.1306 -0.0068  -0.215
C -0.9317 1.2404 0.6790  0.039
C 3.5817 -0.6060 1.6898  -0.474
C -5.5939 -3.3144 -1.2310  -0.037
C 1.4352 1.7674 0.2582  -0.092
C -7.2224 0.0323 -1.9654  -0.100
C -2.6663 2.6819 -0.1577  0.001
C -6.0270 0.1917 0.1118  -0.022
C -6.8228 -1.2895 -2.0823  -0.052
C -2.2778 1.5378 0.5468  -0.250
C -6.0302 -1.8864 -1.1191  -0.206
C 5.1213 -0.6570 1.7411  -0.094
C -2.9850 -0.4445 1.6697  -0.153
C -6.8214 0.7666 -0.8673  -0.090
C -0.3676 3.2155 -0.5922  -0.052
C -1.7145 3.5082 -0.7188  -0.077
C 6.8579 -0.4454 -1.6953  -0.699
H -4.0683 -1.9704 2.7170  0.135
H 3.8134 1.1134 0.5865  0.119
H -3.7195 2.8930 -0.2531  0.115
H 5.4449 0.1204 2.4395  0.132
H -4.9934 -0.4674 2.4791  0.129
H -2.3996 -1.0713 0.9851  0.142
H -7.8397 0.4819 -2.7285  0.097
H 0.3750 3.8635 -1.0337  0.106
H -5.7139 0.7927 0.9494  0.100
H -5.9593 -3.7603 -2.1524  0.076
H 8.1600 -1.4746 -2.8671  0.090
H -4.5071 -3.3773 -1.2092  0.084
H -2.4105 -0.2884 2.5927  0.137
H -5.9680 -3.8875 -0.3839  0.085
H 5.4110 -1.6299 2.1370  0.115
H -2.0259 4.3877 -1.2624  0.105
H -0.5792 0.3757 1.2156  0.108
H 7.6760 0.0671 -3.4559  0.105
H -7.1322 -1.8697 -2.9400  0.108
H -7.1243 1.7982 -0.7626  0.101
H 2.1549 2.4437 -0.2210  0.130

Output
* SMILES: Cc1ccccc1OCCOc1cccc(/C=N/NC(=O)Cc2nnc(N)s2)c1
* HOMO energy: -8.15 eV
* HOMO-LUMO gap: 0.31017 Ha
* max |F|: 0.0296 hartree/bohr
* calculated total energy: -45507.773 eV


The records above give, respectively, energy relative to the best compared isomer or geometry (same formula, charge and spin) values of 52.5; 93.2 kcal/mol.